[1]
64
Properties=species:S:1:pos:R:3:forces:R:3:mulliken_charge:R:1 method="wB97M-V/def2-TZVPD" max_force_ev_per_a=1.0 total_charge=+1 gap_ev="6.37 / 6.37" homo_ev="-10.75 / -10.75"
Pd -1.778 -0.914 -1.319 0.43 -0.08 -0.93 -0.49
S 0.456 -1.554 -2.051 0.09 -0.12 0.21 -0.57
P 0.863 -0.951 -0.155 -0.24 0.07 0.10 1.75
C -0.648 -0.168 0.183 0.15 -0.06 0.12 -0.82
P -1.107 1.494 0.122 -0.15 0.04 -0.03 1.54
S -2.254 1.431 -1.565 -0.06 0.02 0.29 -0.49
C -2.076 1.901 1.576 0.04 0.04 -0.06 0.32
C -1.785 1.277 2.785 -0.07 0.01 0.03 -0.07
C -2.480 1.642 3.929 0.03 -0.03 -0.01 -0.76
C -3.461 2.621 3.859 -0.01 0.01 -0.01 -0.43
C -3.756 3.236 2.648 -0.02 0.01 0.01 -0.77
C -3.064 2.879 1.502 0.03 0.00 0.05 -0.17
C 0.198 2.724 0.010 -0.13 -0.04 -0.01 0.70
C 0.969 2.769 -1.152 0.05 0.00 -0.01 -0.40
C 2.021 3.662 -1.243 -0.01 -0.01 0.01 -0.70
C 2.300 4.514 -0.179 -0.01 0.00 0.00 -0.57
C 1.530 4.476 0.973 0.00 0.01 0.01 -0.77
C 0.475 3.579 1.072 0.03 0.01 0.00 -0.36
C 2.367 0.016 -0.020 -0.01 -0.07 -0.10 0.37
C 2.619 0.721 1.155 0.05 0.01 -0.03 -0.10
C 3.777 1.472 1.264 -0.04 0.00 0.04 -0.72
C 4.686 1.502 0.213 0.01 -0.01 -0.03 -0.53
C 4.439 0.790 -0.951 0.00 0.00 0.00 -0.76
C 3.272 0.049 -1.075 0.00 0.08 0.05 -0.46
C 1.058 -2.349 0.962 0.00 0.05 -0.03 0.61
C 2.329 -2.800 1.308 -0.03 -0.05 0.00 -0.35
C 2.463 -3.929 2.103 0.04 0.02 -0.01 -0.76
C 1.336 -4.602 2.549 0.01 -0.02 0.01 -0.48
C 0.067 -4.148 2.210 -0.04 0.03 -0.02 -0.73
C -0.076 -3.022 1.417 0.13 -0.01 0.08 -0.41
H -1.037 0.494 2.822 0.00 0.00 0.01 0.35
H -2.262 1.158 4.871 0.00 0.00 0.00 0.43
H -4.005 2.902 4.751 0.00 0.00 0.00 0.40
H -4.530 3.991 2.597 0.00 0.00 0.00 0.42
H -3.298 3.348 0.554 0.01 0.00 0.00 0.38
H 0.740 2.104 -1.978 0.00 0.00 0.00 0.27
H 2.622 3.699 -2.142 0.00 0.00 0.00 0.45
H 3.120 5.217 -0.255 0.00 0.00 0.00 0.43
H 1.744 5.146 1.795 0.01 0.00 -0.01 0.43
H -0.128 3.551 1.971 0.00 0.01 -0.01 0.35
H 1.914 0.686 1.979 0.01 0.00 0.01 0.39
H 3.973 2.032 2.169 0.00 0.00 0.00 0.44
H 5.594 2.084 0.306 0.00 0.00 0.00 0.41
H 5.151 0.814 -1.766 0.00 0.00 0.01 0.43
H 3.059 -0.491 -1.990 0.00 -0.01 0.00 0.44
H 3.210 -2.274 0.963 0.00 -0.01 0.00 0.40
H 3.449 -4.279 2.376 -0.01 0.00 0.00 0.42
H 1.446 -5.481 3.171 0.00 0.00 0.00 0.40
H -0.809 -4.669 2.573 0.00 0.00 0.00 0.42
H -1.057 -2.637 1.171 -0.04 -0.02 0.00 0.33
Cl -0.284 -4.200 -5.753 -0.03 0.02 0.04 -0.16
C -1.302 -3.403 -4.627 -0.02 0.09 -0.04 0.57
C -1.765 -2.117 -4.925 0.06 -0.02 -0.09 -0.85
C -2.578 -1.471 -4.030 0.02 0.02 0.03 -0.06
C -2.958 -2.100 -2.816 -0.26 -0.01 0.17 0.43
C -3.740 -1.408 -1.827 -0.15 0.10 0.02 -0.99
C -2.458 -3.397 -2.542 0.07 -0.02 0.02 -0.06
C -1.645 -4.046 -3.443 0.02 -0.10 0.05 -0.79
H -1.469 -1.645 -5.851 0.00 -0.01 0.00 0.44
H -2.938 -0.472 -4.240 -0.01 0.00 0.00 0.40
H -4.173 -1.990 -1.021 0.03 0.02 0.04 0.29
H -4.318 -0.547 -2.137 0.02 0.03 0.04 0.39
H -2.747 -3.884 -1.618 0.00 -0.02 -0.01 0.36
H -1.262 -5.036 -3.242 -0.01 0.01 0.01 0.44

=====

[2]
77
Properties=species:S:1:pos:R:3:forces:R:3:mulliken_charge:R:1 method="wB97M-V/def2-TZVPD" max_force_ev_per_a=3.0 total_charge=+3 gap_ev="4.82 / 4.83" homo_ev="-17.09 / -17.09"
Mn -0.281 0.088 -0.139 -1.91 -1.07 0.42 0.48
C 3.492 -4.509 -3.889 -0.05 -0.16 -0.09 -1.60
C 2.997 -3.550 -2.879 -0.04 0.09 0.20 0.39
C 3.368 -3.647 -1.530 0.01 -0.08 -0.14 -1.11
C 2.922 -2.731 -0.618 -0.02 0.20 0.15 -0.02
C 2.058 -1.655 -0.992 0.12 -0.23 -0.22 0.24
N 1.716 -0.700 -0.086 -0.24 0.13 0.20 0.90
C 2.629 -0.298 0.810 -0.10 0.00 -0.12 0.46
C 4.035 -0.495 0.552 0.10 -0.13 -0.09 -0.30
C 4.984 -0.280 1.506 0.09 -0.05 0.04 -1.26
C 4.620 0.188 2.778 -0.06 0.01 -0.13 0.32
C 5.603 0.387 3.856 0.10 0.03 0.08 -1.54
C 3.261 0.581 2.982 -0.06 -0.05 -0.07 -0.53
C 2.299 0.397 2.039 -0.17 0.16 0.14 -0.63
C 0.938 1.029 2.251 0.33 0.17 0.02 1.22
O 0.007 0.481 1.372 0.50 0.87 2.80 -0.33
C 1.036 2.547 1.840 -0.15 -0.10 -0.13 0.60
F 2.027 3.157 2.450 0.05 0.01 0.08 -0.21
F 1.260 2.571 0.511 0.04 0.02 0.02 -0.17
F -0.105 3.170 2.082 0.00 0.00 0.00 -0.22
C 0.342 0.860 3.687 -0.18 -0.07 -0.07 0.52
F -0.964 1.084 3.641 0.05 -0.01 0.03 -0.16
F 0.908 1.714 4.526 0.07 0.03 0.03 -0.21
F 0.555 -0.382 4.105 0.02 -0.08 0.01 -0.23
C 1.564 -1.652 -2.339 -0.14 0.12 -0.06 -0.85
C 2.069 -2.542 -3.245 0.06 -0.11 0.05 -0.83
C 0.586 -0.592 -2.806 0.40 -0.09 -0.18 0.77
O -0.113 -0.121 -1.690 0.27 0.01 -3.02 -0.48
C 1.338 0.637 -3.413 -0.14 0.05 0.17 0.56
F 2.125 0.270 -4.402 0.04 -0.06 -0.04 -0.21
F 2.091 1.157 -2.424 0.04 0.03 -0.01 -0.19
F 0.480 1.553 -3.817 0.01 0.01 -0.01 -0.22
C -0.520 -1.154 -3.770 -0.11 0.06 0.17 0.54
F -1.569 -0.345 -3.738 0.00 0.01 -0.05 -0.19
F -0.065 -1.245 -5.005 0.07 -0.02 -0.07 -0.19
F -0.898 -2.359 -3.344 -0.01 0.01 0.02 -0.23
H 4.420 -4.986 -3.580 0.02 0.04 -0.02 0.43
H 3.610 -4.042 -4.866 0.04 0.02 0.02 0.43
H 2.749 -5.308 -4.020 -0.01 0.03 0.02 0.35
H 3.995 -4.467 -1.204 0.01 0.01 -0.02 0.53
H 3.137 -2.871 0.435 0.02 0.05 0.01 0.65
H 4.346 -0.746 -0.453 -0.05 -0.01 -0.05 0.76
H 6.029 -0.432 1.270 0.00 0.00 0.03 0.51
H 6.542 -0.127 3.668 -0.01 -0.02 0.00 0.43
H 5.187 0.088 4.821 0.00 -0.03 -0.01 0.44
H 5.823 1.459 3.958 -0.04 0.01 -0.05 0.38
H 3.021 1.070 3.917 -0.01 -0.01 0.01 0.74
H 1.764 -2.490 -4.282 0.01 0.01 0.00 0.67
F -3.277 -5.145 0.322 0.00 -0.01 0.01 -0.28
C -2.623 -4.003 0.263 0.02 0.08 0.00 0.08
C -3.283 -2.873 -0.199 0.04 -0.08 0.05 -0.80
C -2.592 -1.673 -0.278 -0.15 0.13 -0.09 -0.29
C -1.271 -1.667 0.122 0.24 0.64 -0.18 1.13
C -0.596 -2.776 0.589 0.22 0.04 0.18 0.26
C -1.296 -3.970 0.672 -0.05 -0.01 -0.02 -0.97
H -4.323 -2.937 -0.491 0.00 -0.01 -0.01 0.52
H -3.102 -0.796 -0.644 0.07 0.00 -0.03 0.54
H 0.425 -2.749 0.942 0.00 0.04 -0.03 0.50
H -0.829 -4.866 1.057 -0.01 -0.01 0.01 0.54
N -1.861 1.331 -0.247 0.72 -0.65 0.16 -0.80
C -2.697 2.129 -0.094 -0.16 0.03 -0.17 0.79
N -3.619 3.003 0.044 0.22 -0.07 0.07 0.08
C -4.703 3.176 -0.954 -0.35 0.07 -0.13 -0.71
C -6.065 3.049 -0.270 0.01 -0.06 0.05 -0.62
C -6.025 3.582 1.173 0.12 -0.04 0.09 -0.57
C -4.925 4.626 1.355 -0.17 -0.03 -0.12 -0.81
C -3.545 4.011 1.142 0.10 0.25 0.19 -0.63
H -4.575 2.447 -1.751 0.08 -0.01 0.01 0.43
H -4.578 4.170 -1.383 0.10 -0.03 -0.01 0.34
H -6.393 2.010 -0.276 0.00 0.00 0.00 0.29
H -6.786 3.607 -0.868 0.02 0.02 -0.02 0.35
H -5.846 2.757 1.868 -0.02 0.00 0.00 0.28
H -6.988 4.010 1.443 -0.02 -0.02 0.00 0.38
H -4.955 5.049 2.358 0.03 0.02 0.00 0.41
H -5.083 5.454 0.661 0.05 0.01 0.01 0.36
H -3.197 3.505 2.043 -0.07 -0.09 -0.03 0.45
H -2.810 4.774 0.874 0.00 -0.05 -0.05 0.33

=====

[3]
82
Properties=species:S:1:pos:R:3:forces:R:3:mulliken_charge:R:1 method="wB97M-V/def2-TZVPD" e_above_lowest_kcal_mol=0.0 max_force_ev_per_a=0.4 spin_multiplicity=2 total_charge=-2 gap_ev="5.80 / 6.16" homo_ev="-1.31 / -1.67"
Ti -0.232 -0.967 -0.322 0.28 0.26 -0.24 -0.14
C -3.519 5.181 1.792 -0.02 0.06 0.01 -1.50
C -2.633 3.977 1.611 0.01 -0.04 -0.02 0.46
C -1.413 3.850 2.258 0.03 0.01 0.02 -1.45
C -0.607 2.749 2.058 -0.06 0.03 -0.01 -0.66
C -0.947 1.693 1.177 0.05 -0.17 -0.10 0.95
N -0.085 0.664 0.937 0.04 0.02 0.11 0.96
C 1.170 0.640 1.564 -0.13 -0.01 0.03 -0.62
C 2.117 1.636 1.306 0.03 0.01 0.03 0.28
C 3.376 1.605 1.871 -0.03 -0.01 0.00 -1.39
C 3.743 0.569 2.723 -0.02 0.01 -0.01 0.96
C 5.107 0.521 3.360 0.05 0.01 0.02 -1.74
C 2.820 -0.440 2.955 0.00 -0.02 0.02 -0.70
C 1.552 -0.443 2.381 0.06 0.06 0.01 -1.24
C 0.586 -1.632 2.533 0.00 0.02 -0.11 2.09
O -0.057 -1.967 1.383 0.03 -0.10 0.05 -0.01
C 1.331 -2.939 2.965 0.02 -0.01 0.07 0.04
F 1.775 -2.936 4.253 -0.02 0.00 0.00 -0.30
F 2.388 -3.183 2.194 0.03 0.00 -0.03 -0.16
F 0.528 -4.015 2.867 -0.02 0.01 0.00 -0.28
C -0.449 -1.298 3.647 -0.05 -0.02 0.08 0.15
F -1.257 -0.301 3.303 -0.01 0.00 -0.02 -0.11
F -1.237 -2.356 3.943 0.02 0.01 0.00 -0.30
F 0.143 -0.932 4.812 0.01 -0.01 -0.01 -0.34
C -2.255 1.766 0.603 0.00 0.09 0.07 -1.15
C -3.022 2.908 0.816 -0.05 0.01 -0.01 -0.41
C -2.904 0.607 -0.181 0.12 0.02 -0.03 1.44
O -2.150 -0.485 -0.412 -0.12 -0.03 0.09 -0.10
C -4.134 0.076 0.621 -0.10 -0.03 0.00 0.35
F -5.102 0.982 0.904 0.03 -0.02 0.00 -0.31
F -4.762 -0.920 -0.046 0.01 0.02 0.02 -0.29
F -3.735 -0.431 1.791 0.01 0.01 0.00 -0.16
C -3.387 1.102 -1.587 -0.04 0.04 -0.03 0.40
F -2.413 1.767 -2.217 -0.02 -0.02 0.02 -0.19
F -3.742 0.078 -2.381 0.00 0.01 0.00 -0.25
F -4.469 1.929 -1.563 0.03 -0.02 -0.02 -0.30
H -3.008 5.951 2.374 0.00 -0.01 0.00 0.36
H -3.801 5.628 0.835 0.01 -0.01 -0.01 0.34
H -4.448 4.936 2.317 0.00 -0.02 0.00 0.28
H -1.078 4.631 2.936 0.01 0.00 0.00 0.25
H 0.331 2.692 2.590 0.00 0.01 0.01 0.43
H 1.840 2.424 0.617 0.00 0.00 0.00 0.55
H 4.092 2.386 1.630 0.01 0.00 0.00 0.22
H 5.778 1.248 2.898 -0.01 0.00 -0.01 0.38
H 5.064 0.746 4.430 -0.01 0.00 0.00 0.32
H 5.562 -0.466 3.253 -0.01 -0.01 0.00 0.37
H 3.120 -1.262 3.591 0.02 0.02 0.00 0.45
H -3.995 2.967 0.348 0.00 0.01 0.01 0.53
C 0.128 -3.946 -1.077 -0.04 0.03 0.00 -0.91
N -1.018 -3.041 -0.954 0.07 -0.24 0.08 0.83
C -1.979 -3.595 0.005 -0.01 0.10 -0.02 -0.81
C -1.696 -2.828 -2.235 0.06 0.05 0.02 -0.64
C -0.809 -2.101 -3.226 -0.05 -0.03 0.06 -1.51
N -0.244 -0.919 -2.594 0.00 0.02 -0.16 1.19
C 0.293 -0.008 -3.414 -0.01 0.02 0.12 0.18
C 0.616 1.277 -2.894 0.00 -0.01 -0.02 -0.34
F 0.365 1.487 -1.592 -0.03 0.03 -0.06 0.27
C 1.145 2.294 -3.636 0.00 0.00 0.03 0.01
F 1.402 3.477 -3.029 0.00 0.00 -0.03 -0.35
C 1.420 2.163 -4.993 -0.01 -0.01 0.02 -0.97
C 1.132 0.928 -5.529 -0.02 -0.08 -0.03 0.29
F 1.394 0.703 -6.845 0.01 0.02 0.02 -0.38
C 0.605 -0.118 -4.796 0.03 0.03 -0.02 0.29
F 0.461 -1.300 -5.465 0.00 0.01 0.00 -0.37
H -0.200 -4.939 -1.425 0.01 0.00 0.00 0.30
H 0.611 -4.031 -0.105 -0.01 -0.02 0.00 -0.07
H 0.862 -3.537 -1.766 0.00 -0.01 0.00 0.31
H -1.481 -3.765 0.956 0.00 -0.01 -0.01 0.14
H -2.397 -4.537 -0.383 0.00 -0.01 0.02 0.37
H -2.780 -2.871 0.153 -0.01 -0.03 0.00 0.03
H -2.575 -2.222 -2.020 0.00 0.01 -0.03 -0.01
H -2.019 -3.799 -2.650 0.00 0.02 -0.03 0.44
H -1.438 -1.842 -4.087 0.01 0.02 0.01 0.63
H -0.038 -2.782 -3.611 0.00 -0.01 0.03 0.47
H 1.832 2.968 -5.581 0.00 0.00 0.00 0.48
C 4.053 -0.156 -1.551 0.07 0.01 0.01 -0.89
O 2.654 -0.083 -1.362 -0.07 -0.04 0.07 0.38
C 2.052 -1.196 -0.734 -0.14 0.00 -0.04 0.23
O 2.797 -2.130 -0.489 -0.01 -0.04 -0.03 -0.67
H 4.354 0.794 -1.997 -0.01 -0.01 0.00 0.18
H 4.336 -0.979 -2.214 -0.03 0.00 0.00 0.24
H 4.574 -0.301 -0.600 0.00 0.00 -0.01 0.18